1.
{
  "formula": "CH5BO",
  "method": "wB97M-V/def2-TZVPD",
  "species": ["B", "C", "O", "H", "H", "H", "H", "H"],
  "coordinates": [[0.68859, 1.18735, -0.12646], [-0.32765, -0.96723, -0.22135], [0.39394, 0.07623, -0.71194], [-0.24369, 1.19976, 1.65466], [0.97920, 2.14018, -0.52915], [0.15606, -1.92040, -0.33783], [-1.27800, -0.93135, -0.54017], [-0.36846, -0.78454, 0.81225]],
  "forces_ev_per_a": [[2.13, -2.26, 1.94], [2.35, -1.07, 2.27], [-0.25, 0.49, -3.00], [-1.05, 0.28, 0.86], [0.34, 3.55, -1.64], [0.17, -0.34, -0.57], [-3.38, -0.21, -1.68], [-0.31, -0.44, 1.82]],
  "mulliken_charge": [0.12, -0.67, -0.24, 0.02, -0.09, 0.24, 0.31, 0.31],
  "lumo_ev": [0.933, -1.868],
  "charge": 0,
  "s2": 2.00,
  "spin_multiplicity": 3
}

***

2.
{
  "formula": "CH5BO2",
  "method": "wB97M-V/def2-TZVPD",
  "species": ["B", "C", "O", "O", "H", "H", "H", "H", "H"],
  "coordinates": [[-0.29640, -0.07502, 0.03161], [1.34054, 0.32920, -0.12853], [-1.04276, 1.04061, -0.18538], [-0.55164, -1.33940, 0.13780], [1.94380, -0.59749, -0.11875], [1.47173, 1.00574, 0.59631], [1.37942, 0.83620, -1.18900], [-1.83273, 1.02730, 0.26939], [-2.41196, -2.22714, 0.58655]],
  "forces_ev_per_a": [[1.85, 1.56, -1.31], [-1.64, -3.25, -4.78], [1.84, 0.35, -0.69], [-0.61, -1.49, 0.72], [0.04, 0.92, 0.20], [0.97, 2.42, 2.80], [-0.03, -0.99, 2.07], [-3.04, 0.01, 1.20], [0.61, 0.46, -0.21]],
  "mulliken_charge": [0.52, -0.76, -0.47, -0.42, 0.22, 0.30, 0.23, 0.28, 0.10],
  "lumo_ev": [-0.386, -2.324],
  "charge": 0
}

***

We obtain energy above the lowest of the compared OMol25 structures with the same formula, charge and spin values of 20.90, 127.91 kcal/mol for the records listed above, in that order.